one.
C56H154N14O14 | the ωB97M-V functional and the def2-TZVPD basis

Structure (XYZ):
```
238
Properties=species:S:1:pos:R:3:lowdin_charge:R:1
C -4.808 5.043 -4.402 -0.05
C -4.105 4.122 -5.427 -0.44
C -3.674 2.752 -4.789 -0.16
O -2.385 2.974 -4.112 -0.23
C -1.294 2.747 -5.037 -0.06
N -4.944 3.871 -6.568 0.03
H -5.175 5.989 -4.801 0.07
H -4.259 5.301 -3.496 0.07
H -5.660 4.484 -4.015 0.07
H -3.264 4.673 -5.848 0.13
H -3.742 1.935 -5.508 0.10
H -4.519 2.518 -4.143 0.10
H -0.902 1.773 -4.746 0.08
H -0.496 3.473 -4.880 0.07
H -1.600 2.780 -6.083 0.09
H -4.422 3.158 -7.057 0.06
H -5.722 3.282 -6.305 0.06
C -6.013 -0.855 -6.431 -0.05
C -5.685 -1.791 -5.269 -0.44
C -4.348 -1.386 -4.678 -0.22
O -3.275 -1.427 -5.622 -0.16
C -2.075 -1.516 -4.853 -0.09
N -6.801 -1.830 -4.354 0.04
H -5.408 -1.142 -7.291 0.08
H -5.860 0.185 -6.145 0.07
H -7.029 -0.961 -6.811 0.07
H -5.546 -2.793 -5.674 0.14
H -4.265 -2.094 -3.853 0.10
H -4.309 -0.414 -4.187 0.12
H -1.973 -0.599 -4.273 0.06
H -1.227 -1.455 -5.536 0.09
H -2.022 -2.424 -4.253 0.08
H -6.659 -2.695 -3.853 0.08
H -7.619 -1.932 -4.939 0.08
C -6.229 1.714 -0.374 -0.07
C -5.762 0.621 -1.386 -0.37
C -5.805 -0.816 -0.637 -0.09
O -4.962 -0.695 0.556 -0.27
C -4.903 -1.835 1.329 -0.10
N -6.785 0.671 -2.447 0.03
H -5.549 1.600 0.470 0.05
H -7.278 1.726 -0.078 0.08
H -6.056 2.753 -0.655 0.07
H -4.786 0.949 -1.743 0.10
H -5.463 -1.628 -1.278 0.10
H -6.827 -1.032 -0.325 0.13
H -4.431 -2.540 0.644 0.07
H -5.850 -2.167 1.755 0.10
H -4.099 -1.855 2.064 0.08
H -6.623 1.562 -2.895 0.06
H -6.718 -0.107 -3.087 0.01
C -1.138 5.299 -1.644 -0.03
C -1.604 4.086 -0.764 -0.39
C -1.695 4.369 0.758 -0.19
O -0.493 4.930 1.241 -0.18
C 0.557 4.042 1.456 -0.12
N -2.897 3.594 -1.289 0.06
H -0.185 5.666 -1.262 0.07
H -1.865 6.111 -1.671 0.08
H -1.073 5.017 -2.695 0.05
H -0.842 3.321 -0.912 0.10
H -2.001 3.483 1.314 0.09
H -2.510 5.038 1.036 0.12
H 0.376 3.378 2.301 0.07
H 1.402 4.632 1.811 0.09
H 0.891 3.615 0.511 0.07
H -3.204 2.819 -0.718 0.03
H -2.581 3.204 -2.165 0.02
C -1.871 -0.118 -1.668 -0.04
C -1.682 -0.106 -0.154 -0.37
C -0.273 0.477 0.351 -0.14
O 0.786 -0.315 -0.151 -0.21
C 1.045 -1.523 0.585 -0.07
N -2.795 0.673 0.394 0.07
H -0.996 -0.548 -2.157 0.06
H -2.015 0.884 -2.072 0.07
H -2.776 -0.687 -1.876 0.05
H -1.720 -1.130 0.216 0.11
H -0.260 0.448 1.441 0.10
H -0.227 1.535 0.092 0.09
H 1.104 -1.340 1.658 0.08
H 1.905 -2.057 0.180 0.07
H 0.199 -2.184 0.395 0.07
H -2.699 0.722 1.398 0.06
H -3.682 0.215 0.239 0.01
C 1.835 4.975 -3.639 -0.07
C 3.000 5.302 -4.539 -0.47
C 3.474 6.729 -4.377 -0.22
O 3.838 6.958 -3.034 -0.20
C 4.257 8.282 -2.671 -0.08
N 4.059 4.386 -4.368 0.07
H 0.990 5.641 -3.812 0.08
H 2.145 5.132 -2.606 0.07
H 1.576 3.916 -3.652 0.04
H 2.545 5.260 -5.529 0.13
H 2.676 7.400 -4.694 0.12
H 4.241 6.966 -5.115 0.13
H 3.388 8.913 -2.856 0.09
H 5.151 8.604 -3.206 0.08
H 4.524 8.315 -1.614 0.08
H 4.723 4.889 -3.797 0.07
H 3.886 3.514 -3.889 0.05
C 4.198 3.417 -0.164 -0.05
C 3.638 2.008 -0.130 -0.41
C 3.860 1.166 -1.487 -0.12
O 3.408 1.693 -2.810 -0.20
C 2.024 1.455 -2.955 -0.13
N 4.314 1.320 0.957 0.06
H 5.285 3.378 -0.240 0.08
H 3.911 3.960 0.736 0.07
H 3.835 3.987 -1.019 0.07
H 2.579 2.065 0.119 0.11
H 3.543 0.141 -1.298 0.09
H 4.938 1.030 -1.566 0.11
H 1.731 0.427 -2.741 0.06
H 1.636 1.696 -3.945 0.08
H 1.539 2.089 -2.214 0.08
H 5.291 1.409 0.714 0.07
H 4.118 0.330 0.947 0.05
C 1.627 -3.901 -4.466 -0.03
C 2.045 -2.899 -3.387 -0.48
C 3.069 -1.961 -3.925 -0.17
O 4.147 -2.767 -4.421 -0.21
C 5.219 -2.136 -5.029 -0.13
N 0.913 -2.281 -2.914 0.07
H 0.903 -4.668 -4.193 0.07
H 2.444 -4.366 -5.017 0.08
H 1.113 -3.377 -5.271 0.08
H 2.420 -3.436 -2.516 0.13
H 3.357 -1.201 -3.199 0.10
H 2.724 -1.428 -4.811 0.13
H 5.582 -1.194 -4.617 0.09
H 4.964 -1.979 -6.077 0.09
H 6.049 -2.841 -4.998 0.09
H 1.006 -1.951 -1.964 0.05
H 0.149 -2.918 -2.740 0.05
C 2.824 -6.667 3.481 -0.06
C 1.651 -7.535 3.056 -0.46
C 1.811 -8.967 3.571 -0.19
O 0.764 -9.829 3.062 -0.19
C 1.138 -11.203 3.257 -0.11
N 0.452 -6.823 3.376 0.05
H 3.813 -6.945 3.116 0.08
H 3.049 -6.683 4.548 0.08
H 2.744 -5.633 3.147 0.05
H 1.668 -7.723 1.982 0.12
H 1.670 -8.978 4.652 0.13
H 2.792 -9.373 3.324 0.12
H 2.011 -11.516 2.683 0.09
H 0.387 -11.913 2.911 0.08
H 1.179 -11.374 4.333 0.09
H -0.323 -7.436 3.166 0.08
H 0.428 -6.656 4.372 0.08
C 1.077 -5.200 0.167 -0.04
C -0.424 -5.530 -0.071 -0.41
C -0.897 -5.474 -1.508 -0.17
O -1.170 -4.130 -1.920 -0.22
C -2.504 -3.731 -1.568 -0.09
N -0.545 -6.885 0.406 0.04
H 1.686 -5.941 -0.352 0.08
H 1.319 -5.313 1.224 0.06
H 1.383 -4.245 -0.260 0.05
H -0.941 -4.867 0.622 0.14
H -1.786 -6.080 -1.678 0.12
H -0.141 -5.829 -2.208 0.12
H -2.875 -2.865 -2.116 0.05
H -2.630 -3.468 -0.518 0.07
H -3.231 -4.484 -1.871 0.09
H 0.062 -6.876 1.213 0.00
H -0.123 -7.582 -0.190 0.08
C -3.938 3.304 3.483 -0.05
C -3.011 3.592 4.715 -0.40
C -3.690 4.590 5.769 -0.17
O -2.745 4.784 6.832 -0.21
C -3.165 5.625 7.896 -0.11
N -2.606 2.397 5.389 0.03
H -4.257 4.088 2.796 0.07
H -4.884 2.886 3.829 0.07
H -3.571 2.546 2.791 0.04
H -2.072 4.083 4.461 0.12
H -4.631 4.191 6.151 0.12
H -3.963 5.536 5.302 0.12
H -3.327 6.655 7.579 0.08
H -2.453 5.699 8.718 0.08
H -4.060 5.187 8.338 0.08
H -2.047 2.581 6.210 0.06
H -1.968 1.844 4.834 0.02
C 2.524 1.846 3.966 -0.06
C 2.930 1.753 5.431 -0.41
C 3.833 2.911 5.916 -0.16
O 3.975 2.639 7.337 -0.19
C 4.798 3.659 7.859 -0.13
N 1.694 1.469 6.172 0.03
H 3.416 2.203 3.452 0.06
H 1.763 2.613 3.819 0.06
H 2.172 0.892 3.574 0.07
H 3.379 0.778 5.619 0.13
H 3.481 3.915 5.676 0.13
H 4.828 2.803 5.482 0.12
H 5.710 3.773 7.274 0.08
H 5.148 3.318 8.833 0.09
H 4.323 4.637 7.934 0.09
H 1.177 2.337 6.172 0.09
H 2.049 1.274 7.097 0.08
C 5.688 -2.529 -1.115 -0.03
C 5.787 -3.383 0.200 -0.43
C 5.141 -2.870 1.439 -0.21
O 5.717 -1.655 1.907 -0.18
C 5.146 -1.040 3.032 -0.12
N 5.337 -4.729 -0.161 0.04
H 5.891 -1.481 -0.893 0.07
H 4.656 -2.486 -1.462 0.06
H 6.311 -2.896 -1.931 0.08
H 6.851 -3.381 0.435 0.13
H 5.144 -3.687 2.161 0.12
H 4.091 -2.728 1.182 0.11
H 5.563 -1.498 3.929 0.09
H 4.064 -1.171 3.019 0.07
H 5.394 0.021 3.064 0.08
H 5.711 -5.419 0.475 0.06
H 5.668 -5.061 -1.056 0.07
C -2.011 -1.336 4.376 -0.05
C -0.843 -0.811 5.212 -0.43
C 0.329 -1.769 5.345 -0.19
O 0.913 -2.034 4.074 -0.21
C 2.052 -2.901 4.070 -0.10
N -0.402 0.376 4.546 0.04
H -1.603 -1.534 3.385 0.07
H -2.758 -0.555 4.234 0.07
H -2.366 -2.269 4.814 0.08
H -1.134 -0.572 6.235 0.14
H 0.053 -2.712 5.819 0.12
H 1.160 -1.380 5.933 0.11
H 2.542 -3.099 3.116 0.06
H 1.736 -3.885 4.415 0.07
H 2.873 -2.608 4.725 0.08
H 0.471 0.717 4.923 0.01
H -0.166 0.053 3.619 0.04
```

## Properties
frontier orbital gap: 8.78 eV

two.
C56H154N14O14 | the ωB97M-V functional and the def2-TZVPD basis

Structure (XYZ):
```
238
Properties=species:S:1:pos:R:3:lowdin_charge:R:1
C -3.108 2.424 -2.076 -0.06
C -3.609 2.401 -3.551 -0.38
C -3.053 1.179 -4.372 -0.19
O -1.754 0.928 -3.959 -0.21
C -0.815 1.762 -4.589 -0.11
N -5.070 2.368 -3.519 0.04
H -3.324 1.471 -1.594 0.06
H -3.482 3.139 -1.343 0.06
H -2.035 2.612 -2.037 0.05
H -3.150 3.271 -4.020 0.12
H -3.119 1.300 -5.454 0.12
H -3.680 0.315 -4.149 0.11
H 0.146 1.588 -4.105 0.06
H -0.929 2.844 -4.530 0.09
H -0.735 1.453 -5.631 0.10
H -5.409 3.074 -2.881 0.07
H -5.395 1.446 -3.263 0.05
C 3.737 3.327 2.565 -0.08
C 3.589 1.999 3.191 -0.46
C 2.714 2.081 4.472 -0.14
O 2.760 0.867 5.275 -0.16
C 1.743 -0.065 4.945 -0.13
N 2.996 1.161 2.237 0.04
H 4.489 3.323 1.776 0.08
H 4.048 4.045 3.325 0.07
H 2.792 3.752 2.226 0.09
H 4.567 1.535 3.313 0.15
H 1.665 2.305 4.280 0.10
H 3.070 2.976 4.982 0.11
H 0.738 0.301 5.155 0.08
H 1.857 -1.038 5.421 0.08
H 1.727 -0.356 3.895 0.05
H 2.023 1.393 2.096 0.05
H 3.229 0.193 2.402 0.05
C 8.203 0.401 -3.535 -0.07
C 7.103 -0.200 -2.630 -0.43
C 7.560 -0.533 -1.248 -0.20
O 6.624 -1.459 -0.698 -0.17
C 5.474 -0.961 -0.050 -0.11
N 6.053 0.803 -2.683 0.05
H 9.155 -0.129 -3.552 0.07
H 8.474 1.441 -3.353 0.08
H 8.049 0.242 -4.603 0.06
H 6.830 -1.192 -2.989 0.13
H 7.908 0.343 -0.701 0.13
H 8.480 -1.114 -1.316 0.13
H 5.224 0.098 -0.117 0.08
H 5.503 -1.275 0.993 0.07
H 4.615 -1.307 -0.626 0.07
H 6.351 1.601 -2.141 0.07
H 5.947 1.172 -3.617 0.06
C 0.386 6.367 -0.002 -0.05
C -0.738 5.417 -0.332 -0.48
C -2.136 5.798 0.143 -0.16
O -2.478 5.409 1.502 -0.22
C -3.859 5.293 1.946 -0.09
N -0.799 5.248 -1.736 0.04
H 0.471 6.475 1.079 0.08
H 0.338 7.323 -0.524 0.08
H 1.236 5.860 -0.460 0.07
H -0.530 4.420 0.057 0.14
H -2.850 5.233 -0.456 0.10
H -2.253 6.877 0.041 0.12
H -4.036 5.143 3.011 0.06
H -4.229 4.415 1.415 0.08
H -4.506 6.145 1.738 0.08
H -0.649 6.156 -2.153 0.07
H 0.050 4.706 -1.815 0.03
C -6.050 -2.340 -9.032 -0.07
C -5.549 -1.659 -7.783 -0.45
C -4.651 -2.563 -6.931 -0.24
O -4.256 -1.862 -5.784 -0.19
C -3.389 -2.620 -4.946 -0.07
N -4.811 -0.460 -8.189 0.04
H -6.764 -3.156 -8.915 0.07
H -5.246 -3.016 -9.324 0.07
H -6.291 -1.575 -9.770 0.08
H -6.329 -1.280 -7.123 0.13
H -3.927 -2.955 -7.645 0.12
H -5.160 -3.474 -6.617 0.13
H -2.793 -1.894 -4.393 0.08
H -2.738 -3.250 -5.553 0.07
H -3.990 -3.220 -4.263 0.09
H -3.873 -0.371 -7.825 0.06
H -5.310 0.173 -7.580 0.06
C 2.659 -3.941 0.474 -0.02
C 1.867 -2.799 1.221 -0.34
C 0.826 -3.235 2.242 -0.18
O 0.151 -2.158 2.912 -0.21
C -0.758 -2.578 3.890 -0.11
N 2.904 -2.160 2.044 0.05
H 3.643 -3.700 0.071 0.07
H 2.076 -4.363 -0.345 0.04
H 2.902 -4.713 1.204 0.08
H 1.488 -2.132 0.447 0.10
H 1.238 -3.815 3.068 0.13
H 0.154 -3.929 1.739 0.12
H -0.328 -3.191 4.682 0.09
H -1.576 -3.156 3.459 0.08
H -1.211 -1.696 4.343 0.07
H 2.526 -1.890 2.940 0.03
H 3.807 -2.602 2.146 0.04
C -0.080 -0.261 -1.616 -0.04
C 0.285 0.777 -0.516 -0.38
C -0.494 0.567 0.825 -0.18
O 0.078 1.353 1.805 -0.21
C -0.797 1.590 2.905 -0.08
N 1.705 0.733 -0.357 0.06
H -1.150 -0.275 -1.822 0.07
H 0.279 -1.281 -1.478 0.06
H 0.337 0.096 -2.557 0.05
H 0.059 1.685 -1.074 0.11
H -0.417 -0.432 1.255 0.10
H -1.560 0.765 0.719 0.12
H -1.771 2.004 2.646 0.09
H -0.382 2.320 3.600 0.08
H -0.869 0.657 3.464 0.07
H 2.044 1.370 0.350 0.04
H 2.006 -0.186 -0.069 0.06
C -0.252 -5.033 -1.958 -0.06
C 0.620 -6.085 -2.692 -0.45
C 0.994 -5.428 -4.018 -0.19
O -0.198 -5.272 -4.804 -0.20
C 0.044 -4.409 -5.874 -0.12
N 1.702 -6.557 -1.931 0.06
H 0.153 -4.021 -1.962 0.06
H -0.708 -5.283 -1.000 0.07
H -1.156 -4.897 -2.551 0.07
H -0.107 -6.860 -2.935 0.14
H 1.600 -6.091 -4.635 0.13
H 1.461 -4.471 -3.782 0.10
H 0.904 -4.786 -6.427 0.09
H 0.214 -3.419 -5.452 0.09
H -0.799 -4.408 -6.565 0.08
H 2.232 -7.171 -2.533 0.08
H 2.411 -5.839 -1.896 0.06
C -6.605 4.088 10.398 -0.07
C -5.990 3.315 9.217 -0.42
C -4.538 3.747 8.983 -0.17
O -4.080 3.490 7.628 -0.23
C -3.652 4.548 6.778 -0.09
N -6.177 1.841 9.333 0.06
H -6.319 5.116 10.173 0.07
H -6.098 4.010 11.359 0.07
H -7.651 3.842 10.584 0.08
H -6.517 3.694 8.342 0.12
H -3.924 3.254 9.736 0.13
H -4.359 4.755 9.357 0.12
H -4.408 5.332 6.811 0.08
H -3.494 4.373 5.713 0.07
H -2.853 5.062 7.312 0.09
H -5.777 1.351 8.545 0.03
H -7.159 1.607 9.297 0.07
C -3.155 0.487 7.215 -0.07
C -4.435 0.666 6.447 -0.44
C -4.134 1.055 4.908 -0.12
O -5.392 1.252 4.162 -0.21
C -6.123 2.483 4.569 -0.07
N -5.213 -0.563 6.689 0.05
H -2.632 -0.245 6.600 0.06
H -3.270 0.135 8.240 0.09
H -2.534 1.382 7.266 0.07
H -4.952 1.527 6.872 0.07
H -3.528 0.254 4.485 0.11
H -3.656 2.033 4.841 0.10
H -5.647 3.463 4.577 0.07
H -6.470 2.405 5.599 0.07
H -7.000 2.502 3.922 0.08
H -4.669 -1.381 6.455 0.07
H -6.109 -0.529 6.223 0.07
C 6.076 -6.186 2.592 -0.04
C 6.683 -5.436 3.903 -0.38
C 6.510 -3.847 3.843 -0.18
O 5.166 -3.352 3.748 -0.21
C 4.927 -2.131 4.415 -0.10
N 6.103 -5.899 5.149 0.02
H 6.616 -5.723 1.766 0.07
H 5.006 -6.078 2.416 0.06
H 6.249 -7.246 2.778 0.06
H 7.742 -5.666 4.020 0.12
H 7.061 -3.540 2.954 0.11
H 7.046 -3.472 4.715 0.11
H 4.983 -1.311 3.699 0.08
H 5.692 -2.044 5.187 0.09
H 3.932 -2.085 4.858 0.08
H 5.426 -6.619 4.941 0.06
H 5.583 -5.123 5.533 0.06
C 2.493 -1.842 -3.297 -0.04
C 3.454 -2.383 -4.399 -0.38
C 4.270 -1.417 -5.329 -0.18
O 5.124 -2.032 -6.298 -0.19
C 5.919 -1.097 -6.976 -0.12
N 4.492 -3.270 -3.878 0.06
H 2.960 -1.368 -2.433 0.06
H 2.065 -2.685 -2.754 0.04
H 1.644 -1.249 -3.638 0.07
H 2.781 -2.936 -5.055 0.11
H 4.848 -0.782 -4.657 0.09
H 3.798 -0.642 -5.933 0.12
H 6.461 -0.483 -6.256 0.07
H 5.352 -0.394 -7.586 0.08
H 6.543 -1.516 -7.764 0.09
H 5.024 -2.612 -3.327 0.05
H 5.177 -3.463 -4.594 0.06
C 4.078 3.586 -1.720 -0.03
C 2.967 3.698 -2.769 -0.45
C 3.310 2.843 -3.949 -0.17
O 2.219 2.745 -4.914 -0.20
C 1.734 3.960 -5.454 -0.13
N 1.732 3.284 -2.164 0.08
H 4.883 4.259 -2.015 0.08
H 4.563 2.610 -1.710 0.05
H 3.627 3.834 -0.759 0.07
H 2.764 4.662 -3.235 0.13
H 3.602 1.841 -3.636 0.11
H 4.189 3.133 -4.524 0.13
H 1.238 4.683 -4.806 0.08
H 0.978 3.806 -6.224 0.09
H 2.506 4.523 -5.978 0.09
H 1.849 2.440 -1.621 0.04
H 1.296 3.046 -3.043 0.04
C -6.174 0.251 -0.665 -0.07
C -6.220 -1.214 -1.091 -0.42
C -5.261 -2.119 -0.308 -0.17
O -3.962 -1.509 -0.213 -0.21
C -3.056 -2.209 0.684 -0.07
N -7.582 -1.663 -1.050 0.02
H -6.267 0.562 0.375 0.08
H -6.984 0.815 -1.128 0.07
H -5.335 0.805 -1.088 0.04
H -6.057 -1.132 -2.166 0.13
H -5.120 -3.116 -0.724 0.12
H -5.511 -2.328 0.732 0.12
H -3.424 -2.210 1.710 0.08
H -2.011 -1.902 0.626 0.07
H -3.034 -3.226 0.291 0.08
H -7.874 -1.735 -0.085 0.07
H -8.170 -0.903 -1.359 0.07
```

## Properties
frontier orbital gap: 8.76 eV

Least stable structure: two